*P*
{
  "formula": "C6H9F",
  "method": "the ωB97M-V functional and the def2-TZVPD basis",
  "species": ["C", "C", "C", "C", "C", "C", "F", "H", "H", "H", "H", "H", "H", "H", "H", "H"],
  "coordinates": [[1.398, -0.647, -0.783], [0.751, 0.254, -0.036], [-1.763, -0.065, 1.111], [-1.840, -0.677, -0.254], [-0.997, 0.475, -0.022], [1.482, 1.165, 0.798], [-1.249, 1.675, -0.640], [2.409, -0.776, -0.489], [1.024, -1.519, -1.206], [-2.561, 0.518, 1.329], [-1.072, -0.620, 1.668], [-1.571, -1.735, -0.494], [-2.644, -0.540, -0.888], [2.586, 1.265, 0.393], [1.063, 2.164, 0.784], [1.357, 0.873, 1.962]],
  "nbo_charge": [-0.43, 0.03, -0.46, -0.47, 0.36, -0.67, -0.34, 0.19, 0.20, 0.23, 0.24, 0.22, 0.23, 0.23, 0.23, 0.22],
  "lumo_ev": 1.0,
  "smiles": "C=C(C)C1(F)CC1"
}

---

*Q*
{
  "formula": "C6H9F",
  "method": "the ωB97M-V functional and the def2-TZVPD basis",
  "species": ["C", "C", "C", "C", "C", "C", "F", "H", "H", "H", "H", "H", "H", "H", "H", "H"],
  "coordinates": [[1.982, -0.544, 0.140], [2.988, 0.031, 0.666], [0.013, -1.653, -1.053], [-0.540, -0.540, 1.132], [-0.835, 0.734, -1.123], [-0.890, -0.668, -0.437], [-0.096, -2.800, -0.353], [3.878, -0.403, 0.152], [3.275, 0.495, 1.618], [-1.197, -1.266, 1.593], [-0.678, 0.493, 1.341], [0.537, -0.687, 1.307], [-1.205, 0.788, -2.173], [0.134, 1.124, -1.215], [-1.263, 1.457, -0.476], [-1.850, -1.168, -0.476]],
  "nbo_charge": [0.23, -0.81, 0.44, -0.57, -0.61, -0.44, -0.38, 0.32, 0.29, 0.23, 0.21, 0.20, 0.22, 0.22, 0.20, 0.24],
  "lumo_ev": -0.4
}

---

Stability ranking, top and bottom: *P* is the most stable and *Q* is the least stable.

---

*P*
{
  "formula": "C4H4ClNO2S2",
  "method": "the ωB97M-V functional and the def2-TZVPD basis",
  "species": ["C", "C", "C", "C", "N", "O", "O", "S", "S", "Cl", "H", "H", "H", "H"],
  "coordinates": [[-0.969, 0.702, -1.656], [-0.378, -0.126, -0.646], [0.067, 0.729, 0.324], [-0.040, -1.624, -0.605], [-1.094, 1.992, -1.412], [1.917, -0.701, 1.510], [1.644, 1.546, 2.263], [-0.395, 2.552, -0.030], [1.003, 0.407, 1.685], [-0.373, -0.290, 2.900], [-1.392, 0.567, -2.582], [0.329, -1.833, -1.511], [0.576, -1.801, 0.162], [-0.893, -2.120, -0.404]],
  "nbo_charge": [-0.01, 0.00, -0.54, -0.61, -0.55, -0.91, -0.88, 0.65, 2.11, -0.19, 0.22, 0.22, 0.25, 0.22],
  "lumo_ev": -0.8,
  "smiles": "Cc1cnsc1S(=O)(=O)Cl"
}

---

*Q*
{
  "formula": "C4H4ClNO2S2",
  "method": "the ωB97M-V functional and the def2-TZVPD basis",
  "species": ["C", "C", "C", "C", "H", "H", "H", "H", "N", "O", "O", "S", "S", "Cl"],
  "coordinates": [[0.160, -0.542, -0.392], [0.652, 0.704, -0.502], [2.033, 0.837, -0.175], [2.670, -0.415, -0.095], [-3.035, 0.889, 1.180], [-3.413, 0.793, -0.821], [0.103, 1.607, -0.473], [2.499, 1.872, 0.099], [-2.556, 0.462, 0.111], [-1.336, -0.969, 1.660], [-2.151, -1.806, -0.843], [-1.543, -0.887, 0.109], [1.527, -1.824, -0.133], [4.392, -0.721, 0.273]],
  "nbo_charge": [-0.40, -0.24, -0.29, -0.18, 0.47, 0.44, 0.24, 0.25, -1.17, -0.89, -0.88, 2.18, 0.42, 0.03],
  "lumo_ev": -0.3
}

---

Stability ranking, top and bottom: *P* is the most stable and *Q* is the least stable.